1.
Here is a structure of composition C24H48MnO24 in a non-equilibrium geometry from the Open Molecules 2025 dataset. Energies are from wB97M-V/def2-TZVPD.

Summary:
E = -106115.6687 eV
multiplicity = 6
<S²> = 8.752
Kohn-Sham gap (alpha / beta) = 11.167 / 11.759 eV
strongest force on any atom = 0.0331 Eh/bohr
total charge = +2

Element x y z (Å)
Mn (-0.0771, -0.0731, -0.0361)
C (-3.3748, 1.5135, 3.1755)
O (-3.7353, 1.6582, 1.8089)
C (-2.9035, 1.5378, 0.7917)
O (-1.7545, 1.1297, 0.8258)
O (-3.4482, 1.9192, -0.3382)
C (-4.8320, 2.2285, -0.4949)
H (-2.8979, 2.4327, 3.5032)
H (-2.6490, 0.7075, 3.3005)
H (-4.2554, 1.2645, 3.7558)
H (-4.9780, 2.3258, -1.5738)
H (-5.0974, 3.2358, -0.1751)
H (-5.4728, 1.4316, -0.1339)
C (0.5568, 2.3975, 4.0943)
O (1.6174, 2.8304, 3.2529)
C (1.8022, 2.1913, 2.1002)
O (1.0513, 1.3859, 1.6282)
O (2.9325, 2.5435, 1.5399)
C (3.8943, 3.4447, 2.0706)
H (0.3053, 3.2550, 4.7144)
H (0.9553, 1.6032, 4.7286)
H (-0.3012, 2.0463, 3.5372)
H (3.5315, 4.1378, 2.8249)
H (4.3603, 3.9632, 1.2369)
H (4.7150, 2.8981, 2.5409)
C (-0.6408, -5.5910, 0.2088)
O (-0.1950, -4.2452, 0.4154)
C (0.8063, -3.7010, -0.2281)
O (0.9531, -2.4998, -0.2895)
O (1.6035, -4.5909, -0.8178)
C (2.7621, -4.2093, -1.5341)
H (-1.1288, -5.9714, 1.0987)
H (0.2138, -6.2461, 0.0353)
H (-1.2461, -5.6361, -0.6949)
H (3.5454, -3.8608, -0.8622)
H (2.5416, -3.4388, -2.2733)
H (3.0576, -5.1048, -2.0764)
C (-1.9768, -2.2592, 3.2819)
O (-0.6261, -2.2042, 3.6796)
C (0.2435, -1.5815, 2.9338)
O (-0.0122, -1.0319, 1.8888)
O (1.4406, -1.7632, 3.4294)
C (2.5624, -1.3178, 2.6642)
H (-2.0540, -3.0056, 2.4858)
H (-2.3841, -1.3379, 2.8620)
H (-2.6485, -2.5592, 4.0811)
H (2.7461, -0.2460, 2.7150)
H (2.4154, -1.6302, 1.6311)
H (3.4067, -1.8495, 3.0964)
C (-2.2337, 1.3867, -3.1851)
O (-1.1798, 0.7919, -3.9271)
C (-0.4166, -0.0929, -3.3164)
O (-0.3775, -0.3069, -2.1269)
O (0.3163, -0.6849, -4.2337)
C (1.2633, -1.6467, -3.7382)
H (-1.8584, 2.2791, -2.6858)
H (-2.7509, 0.7432, -2.4736)
H (-3.0008, 1.7104, -3.8876)
H (0.7172, -2.4186, -3.2047)
H (2.0494, -1.1135, -3.2070)
H (1.7447, -2.1072, -4.5994)
C (-4.9788, -2.1640, 0.8007)
O (-3.7653, -1.4339, 0.5929)
C (-2.8622, -1.8600, -0.2746)
O (-1.7097, -1.4862, -0.2038)
O (-3.3143, -2.7048, -1.1821)
C (-2.4989, -2.9169, -2.3427)
H (-5.3127, -2.7531, -0.0489)
H (-5.7806, -1.4332, 0.9297)
H (-4.9046, -2.7167, 1.7350)
H (-2.6617, -2.1149, -3.0529)
H (-2.7291, -3.8812, -2.7950)
H (-1.4709, -3.0812, -2.0188)
C (3.4699, 1.8442, -1.8272)
O (4.0125, 0.8768, -0.9642)
C (3.2623, -0.0852, -0.4740)
O (2.0795, -0.0875, -0.2906)
O (3.9777, -1.1133, -0.0748)
C (5.3973, -1.1300, -0.1822)
H (2.8452, 1.3810, -2.5937)
H (4.2984, 2.3306, -2.3417)
H (2.9031, 2.6418, -1.3505)
H (5.8374, -0.3416, 0.4340)
H (5.8268, -0.9452, -1.1682)
H (5.6703, -2.1136, 0.1877)
C (0.8488, 4.2278, -3.3700)
O (0.6863, 3.0424, -2.6128)
C (0.1707, 3.0434, -1.3907)
O (0.1097, 2.0279, -0.7491)
O (-0.2954, 4.2198, -1.0214)
C (-0.3535, 4.5220, 0.3640)
H (-0.0097, 4.8987, -3.3174)
H (0.9533, 4.0276, -4.4346)
H (1.7441, 4.7432, -3.0127)
H (0.6717, 4.6428, 0.7238)
H (-0.8318, 3.7692, 0.9940)
H (-0.8892, 5.4555, 0.5089)

Atoms 1-3, force components in eV/Å:
Mn 0.379 0.092 0.631
C 1.234 -0.499 0.101
O -0.812 0.240 -0.412

2.
Here is a cluster of 8 separate species, C24H48O24 in total in a non-equilibrium geometry from the Open Molecules 2025 dataset. Energies are from wB97M-V/def2-TZVPD.

Summary:
E = -74793.6971 eV
Kohn-Sham gap = 10.299 eV
strongest force on any atom = 0.1840 Eh/bohr
SMILES string = COC(=O)OC.COC(=O)OC.COC(=O)OC.COC(=O)OC.COC(=O)OC.COC(=O)OC.COC(=O)OC.COC(=O)OC

Element x y z (Å)
C (-6.1179, 2.6726, -1.9244)
O (-5.4649, 3.2726, -0.8564)
C (-4.6709, 2.5596, -0.0784)
O (-4.5439, 1.1156, -0.2064)
O (-4.0889, 3.2726, 0.8786)
C (-3.2279, 2.5476, 1.7676)
H (-5.5579, 2.0076, -2.5434)
H (-6.6099, 3.4236, -2.5894)
H (-6.9479, 2.1186, -1.5604)
H (-3.6909, 1.6606, 2.2196)
H (-2.7769, 3.1696, 2.4756)
H (-2.3329, 2.2066, 1.2436)
C (-3.6329, -1.6804, -1.8194)
O (-4.3159, -2.8274, -1.3454)
C (-3.9069, -4.0344, -1.6174)
O (-2.9899, -4.3094, -2.7044)
O (-4.4819, -4.9254, -0.8704)
C (-4.0609, -6.2934, -0.9664)
H (-2.7919, -1.3184, -1.2494)
H (-4.3219, -0.8174, -1.9794)
H (-3.3069, -1.9174, -2.7934)
H (-4.7929, -6.9094, -1.3634)
H (-3.9519, -6.6044, 0.0886)
H (-3.1719, -6.4454, -1.5454)
C (3.1941, 4.2906, 0.0536)
O (3.5121, 3.4946, 1.1926)
C (4.3951, 2.5376, 1.0166)
O (5.0501, 2.3056, -0.2244)
O (4.6151, 1.8686, 2.0646)
C (5.6431, 0.9026, 1.8836)
H (4.0371, 4.4616, -0.5694)
H (2.8761, 5.2736, 0.4866)
H (2.5581, 3.7066, -0.6364)
H (5.3981, 0.3196, 1.0366)
H (5.6751, 0.1546, 2.6626)
H (6.6521, 1.3016, 1.7386)
C (-1.6819, 1.3946, -2.5734)
O (-0.7959, 0.3516, -2.3024)
C (0.3411, 0.6916, -1.7614)
O (0.8121, 1.9846, -1.5724)
O (0.9501, -0.3804, -1.3214)
C (2.3651, -0.2344, -0.9124)
H (-2.2849, 1.1456, -3.4944)
H (-1.2719, 2.3606, -2.6694)
H (-2.3509, 1.4286, -1.7424)
H (2.8571, -1.1674, -0.7414)
H (2.3961, 0.1886, 0.0676)
H (2.8001, 0.2976, -1.7104)
C (-0.7869, -0.2374, 1.3156)
O (0.4121, -0.0814, 2.0196)
C (0.6781, 1.0756, 2.7356)
O (-0.2969, 2.1146, 2.8786)
O (1.9061, 1.2116, 3.2456)
C (2.2581, 2.4586, 3.8466)
H (-1.6599, -0.0354, 2.0316)
H (-0.8029, -1.2124, 0.8186)
H (-0.7869, 0.4786, 0.4816)
H (1.6721, 2.7106, 4.7456)
H (2.1061, 3.3086, 3.1776)
H (3.2771, 2.5586, 4.0506)
C (0.3131, -3.4724, -2.0254)
O (0.8701, -4.3924, -1.0984)
C (1.8671, -5.2154, -1.5664)
O (2.5901, -5.0694, -2.7624)
O (2.2201, -6.0874, -0.6054)
C (3.4611, -6.8784, -0.6384)
H (0.8421, -2.5494, -2.3634)
H (-0.6819, -3.1084, -1.6454)
H (0.0761, -3.9464, -2.9884)
H (4.3331, -6.2394, -0.8514)
H (3.3971, -7.6834, -1.3664)
H (3.5371, -7.4334, 0.2696)
C (-0.4179, 3.9736, 0.2196)
O (-1.3439, 4.9696, 0.5256)
C (-2.3159, 5.2356, -0.3174)
O (-2.6059, 4.4576, -1.4774)
O (-3.0689, 6.3096, 0.0366)
C (-4.2899, 6.5156, -0.6564)
H (0.0681, 4.2206, -0.7044)
H (-0.9809, 3.0756, 0.0836)
H (0.2781, 3.7046, 0.9676)
H (-4.3829, 6.2216, -1.6254)
H (-4.5989, 7.5406, -0.5254)
H (-5.0169, 5.8196, -0.0814)
C (4.7681, -3.3884, -0.3054)
O (4.4621, -2.4304, 0.6026)
C (3.5581, -2.8284, 1.5596)
O (3.1281, -4.1924, 1.6676)
O (2.9841, -1.8824, 2.3186)
C (2.2851, -2.2644, 3.5276)
H (5.2951, -4.2454, 0.2236)
H (5.4131, -2.9944, -1.1234)
H (3.8571, -3.8144, -0.7204)
H (1.9601, -1.2924, 3.9226)
H (2.7921, -2.8224, 4.3226)
H (1.3811, -2.7854, 3.2236)

Atoms 1-3, force components in eV/Å:
C -1.853 0.108 -1.517
O 1.743 0.602 1.486
C 0.401 -7.552 -0.443